1.
Formula: C6H14O
Source: the Open Molecules 2025 dataset
Level of theory: ωB97M-V/def2-TZVPD

As for the gap between HOMO and LUMO: 10.735 eV. The SMILES is CCCCCOC. The largest force on an atom is 0.295 eV Å⁻¹. As for the LUMO energy: 0.0412 Ha. Its molar mass is 102.18 g mol⁻¹.

Positions of all 21 atoms, in Å:
C (-3.320, 0.229, -0.549)
C (-2.107, -0.363, 0.164)
C (-0.829, -0.265, -0.667)
C (0.437, -0.594, 0.121)
C (1.700, -0.486, -0.731)
O (2.866, -0.412, 0.066)
C (3.355, 0.900, 0.195)
H (-4.223, 0.144, 0.066)
H (-3.511, -0.279, -1.501)
H (-3.162, 1.292, -0.767)
H (-1.957, 0.161, 1.118)
H (-2.303, -1.413, 0.420)
H (-0.910, -0.925, -1.544)
H (-0.740, 0.756, -1.067)
H (0.372, -1.602, 0.552)
H (0.535, 0.100, 0.968)
H (1.802, -1.363, -1.382)
H (1.637, 0.398, -1.384)
H (3.760, 1.274, -0.762)
H (4.155, 0.873, 0.941)
H (2.579, 1.611, 0.536)

---

2.
Formula: C6H14O
Source: the Open Molecules 2025 dataset
Level of theory: ωB97M-V/def2-TZVPD

As for the gap between HOMO and LUMO: 10.908 eV. The SMILES is C=CCCCC.O. The largest force on an atom is 0.214 eV Å⁻¹. As for the LUMO energy: 0.0382 Ha. Its molar mass is 102.18 g mol⁻¹.

Positions of all 21 atoms, in Å:
C (-1.233, 0.444, 2.620)
C (-1.006, 0.776, 1.351)
C (-0.919, -0.209, 0.217)
C (0.129, 0.134, -0.845)
C (0.052, -0.803, -2.051)
C (1.021, -0.428, -3.169)
H (-1.340, 1.197, 3.397)
H (-1.319, -0.594, 2.934)
H (-0.910, 1.833, 1.090)
H (-0.735, -1.213, 0.620)
H (-1.903, -0.249, -0.274)
H (1.136, 0.096, -0.407)
H (-0.023, 1.171, -1.180)
H (-0.975, -0.795, -2.442)
H (0.246, -1.833, -1.721)
H (0.931, -1.111, -4.020)
H (2.060, -0.458, -2.820)
H (0.821, 0.587, -3.534)
O (1.581, 0.183, 3.461)
H (1.012, 0.371, 2.704)
H (1.375, 0.902, 4.069)

---

3.
Formula: C6H14O
Source: the Open Molecules 2025 dataset
Level of theory: ωB97M-V/def2-TZVPD

As for the gap between HOMO and LUMO: 10.603 eV. The SMILES is CC(=O)CC(C)C.[H][H]. The largest force on an atom is 0.717 eV Å⁻¹. As for the LUMO energy: 0.0373 Ha. Its molar mass is 102.18 g mol⁻¹.

Positions of all 21 atoms, in Å:
C (-0.437, -1.094, -2.542)
C (-0.878, -0.402, -1.267)
O (-1.898, 0.258, -1.233)
C (-0.077, -0.699, -0.008)
C (-0.068, 0.389, 1.084)
C (1.201, 1.250, 1.048)
C (-0.226, -0.247, 2.468)
H (-0.908, -2.083, -2.520)
H (0.646, -1.241, -2.623)
H (-0.809, -0.555, -3.417)
H (-0.609, -1.584, 0.369)
H (0.942, -1.031, -0.250)
H (-0.936, 1.034, 0.901)
H (1.147, 2.041, 1.805)
H (1.352, 1.732, 0.078)
H (2.092, 0.646, 1.267)
H (-0.207, 0.513, 3.257)
H (0.585, -0.958, 2.673)
H (-1.176, -0.788, 2.544)
H (0.491, 1.323, -1.858)
H (-0.228, 1.495, -1.776)

---

4.
Formula: C6H14O
Source: the Open Molecules 2025 dataset
Level of theory: ωB97M-V/def2-TZVPD

As for the gap between HOMO and LUMO (alpha / beta): 8.220 / 8.225 eV. The largest force on an atom is 0.248 eV Å⁻¹. As for the LUMO energy (alpha / beta): 0.0335 / 0.0335 Ha. Its molar mass is 102.18 g mol⁻¹.

Positions of all 21 atoms, in Å:
C (0.309, 2.709, 2.155)
C (0.217, 1.203, 1.925)
C (-0.147, 0.859, 0.482)
C (-0.222, -0.650, 0.231)
C (-0.641, -0.978, -1.161)
O (-0.004, -1.927, -1.775)
C (-0.216, -2.262, -3.034)
H (0.581, 2.945, 3.189)
H (-0.649, 3.196, 1.938)
H (1.064, 3.157, 1.499)
H (1.175, 0.730, 2.179)
H (-0.530, 0.768, 2.603)
H (-1.110, 1.323, 0.228)
H (0.592, 1.295, -0.203)
H (-0.917, -1.101, 0.958)
H (0.758, -1.108, 0.403)
H (-1.623, -0.709, -1.548)
H (0.025, 0.152, -2.743)
H (-1.229, -2.151, -3.411)
H (0.414, -3.074, -3.367)
H (0.142, -0.348, -3.350)